{
  "formula": "C21H26N2O2",
  "method": "ωB97M-V with the def2-TZVPD basis set",
  "symbols": ["C", "C", "C", "C", "O", "C", "C", "C", "C", "C", "C", "O", "N", "C", "C", "C", "C", "C", "C", "N", "C", "C", "C", "C", "C", "H", "H", "H", "H", "H", "H", "H", "H", "H", "H", "H", "H", "H", "H", "H", "H", "H", "H", "H", "H", "H", "H", "H", "H", "H", "H"],
  "positions_angstrom": [[0.758, 3.866, -0.035], [1.012, 2.763, 0.984], [0.364, 3.085, 2.328], [0.592, 2.003, 3.387], [-0.097, 0.808, 3.080], [0.473, -0.172, 2.327], [1.832, -0.336, 2.076], [2.273, -1.429, 1.348], [1.381, -2.355, 0.844], [0.018, -2.175, 1.053], [-0.956, -3.162, 0.498], [-0.855, -4.363, 0.662], [-1.987, -2.636, -0.218], [-2.216, -1.268, -0.489], [-3.420, -0.714, -0.078], [-3.659, 0.643, -0.187], [-2.663, 1.457, -0.696], [-1.482, 0.915, -1.159], [-1.240, -0.465, -1.119], [-0.093, -1.006, -1.643], [-0.077, -2.292, -2.326], [1.054, -2.175, -3.348], [1.992, -1.175, -2.680], [1.006, -0.175, -2.090], [-0.426, -1.105, 1.809], [1.159, 4.814, 0.318], [-0.310, 3.988, -0.203], [1.232, 3.627, -0.984], [2.089, 2.634, 1.117], [0.602, 1.823, 0.607], [0.762, 4.027, 2.713], [-0.712, 3.202, 2.186], [0.163, 2.334, 4.338], [1.662, 1.830, 3.539], [2.560, 0.367, 2.449], [3.332, -1.553, 1.180], [1.729, -3.213, 0.290], [-2.725, -3.290, -0.448], [-4.160, -1.364, 0.368], [-4.597, 1.059, 0.146], [-2.815, 2.525, -0.755], [-0.740, 1.572, -1.582], [0.140, -3.104, -1.625], [-1.043, -2.497, -2.797], [0.680, -1.765, -4.287], [1.525, -3.135, -3.550], [2.553, -1.660, -1.881], [2.690, -0.712, -3.375], [0.691, 0.536, -2.869], [1.421, 0.384, -1.248], [-1.474, -0.966, 2.026]],
  "mulliken_charge": [-1.584, 0.851, -0.655, -0.576, -0.446, 0.156, -0.397, -0.901, -0.668, 0.559, -0.501, -0.670, 0.033, -0.066, -0.368, -0.755, -0.748, -0.644, 0.565, 0.484, -0.366, -0.866, -0.666, -0.454, 0.464, 0.468, 0.246, 0.380, 0.315, -0.517, 0.400, 0.304, 0.330, 0.286, 0.252, 0.441, 0.542, 0.250, 0.439, 0.400, 0.407, 0.349, 0.170, 0.356, 0.352, 0.380, 0.206, 0.450, 0.448, -0.065, 0.627],
  "e_tot_ev": -29274.6832,
  "relative_energy_kcal_mol": 39.50,
  "smiles": "CCCCOc1cccc(C(=O)Nc2ccccc2N2CCCC2)c1"
}

---

{
  "formula": "C21H26N2O2S",
  "method": "ωB97M-V with the def2-TZVPD basis set",
  "symbols": ["C", "H", "H", "H", "C", "N", "C", "C", "C", "C", "C", "C", "S", "C", "C", "H", "H", "H", "H", "H", "H", "C", "O", "N", "H", "C", "C", "C", "C", "C", "C", "C", "H", "H", "O", "C", "C", "H", "H", "H", "C", "H", "H", "H", "H", "H", "H", "H", "H", "H", "H", "H"],
  "positions_angstrom": [[3.955, 1.939, 2.906], [3.652, 0.942, 3.023], [5.143, 1.993, 2.923], [3.549, 2.609, 3.515], [3.575, 2.204, 1.248], [3.997, 1.409, 0.426], [3.311, 0.194, 0.222], [2.187, -0.028, 0.560], [1.467, -1.186, 0.270], [2.072, -2.120, -0.607], [3.144, -1.529, -1.221], [3.772, -0.455, -1.044], [5.356, -0.446, -2.017], [5.688, 1.546, -1.405], [5.444, 1.596, -0.073], [5.726, 2.569, 0.495], [6.092, 0.693, 0.633], [6.660, 1.609, -1.646], [5.096, 2.215, -2.063], [3.593, -2.327, -1.879], [1.507, -3.018, -0.919], [0.158, -1.392, 1.293], [0.090, -0.936, 2.317], [-0.692, -2.223, 0.679], [-0.513, -2.295, -0.718], [-1.839, -2.557, 1.077], [-2.997, -1.894, 0.506], [-3.048, -0.210, 0.835], [-4.129, 0.428, 0.445], [-4.937, -0.068, -0.513], [-4.876, -1.264, -1.002], [-3.951, -2.224, -0.545], [-3.848, -3.196, -0.698], [-5.625, -1.878, -1.689], [-6.009, 0.583, -1.198], [-6.304, 2.193, -0.869], [-6.791, 2.188, 0.363], [-7.317, 3.163, 0.891], [-6.013, 2.194, 1.260], [-7.640, 1.525, 0.890], [-5.215, 2.943, -1.170], [-4.592, 3.129, -0.408], [-5.852, 3.962, -1.331], [-4.974, 2.636, -2.296], [-7.322, 2.180, -1.636], [-3.905, 1.429, 0.636], [-2.292, -0.087, 1.622], [-2.012, -3.784, 0.954], [-1.794, -2.304, 2.056], [1.649, 0.624, 1.513], [2.493, 2.516, 1.242], [4.000, 3.415, 1.159]],
  "mulliken_charge": [-1.046, 0.337, 0.229, 0.494, -1.094, 0.460, 0.346, 0.490, -0.130, -0.782, -0.393, -0.189, -0.148, -1.059, -0.436, 0.414, 0.243, 0.549, 0.307, 0.183, 0.438, 0.299, -0.516, -0.103, 0.402, -1.465, 0.810, -0.872, -0.444, 0.405, 0.021, -0.823, 0.557, 0.187, -0.455, 0.547, -1.061, 0.308, 0.201, 0.280, -1.237, 0.508, 0.331, 0.258, 0.173, 0.305, 0.478, 0.254, 0.565, 0.086, 0.424, 0.361],
  "e_tot_ev": -40090.7429,
  "relative_energy_kcal_mol": 470.98
}

---

{
  "formula": "C21H26N2O3",
  "method": "ωB97M-V with the def2-TZVPD basis set",
  "symbols": ["C", "O", "C", "O", "C", "C", "C", "C", "C", "C", "C", "C", "N", "C", "O", "N", "C", "C", "C", "C", "C", "C", "C", "C", "C", "C", "H", "H", "H", "H", "H", "H", "H", "H", "H", "H", "H", "H", "H", "H", "H", "H", "H", "H", "H", "H", "H", "H", "H", "H", "H", "H"],
  "positions_angstrom": [[-0.968, -2.984, 1.918], [-1.543, -1.697, 2.117], [-1.332, -0.804, 1.155], [-0.717, -1.028, 0.143], [-1.954, 0.553, 1.477], [-3.489, 0.466, 1.467], [-3.978, -0.085, 0.156], [-4.224, 0.758, -0.920], [-4.614, 0.244, -2.144], [-4.763, -1.122, -2.308], [-4.531, -1.970, -1.239], [-4.141, -1.454, -0.016], [-1.470, 1.528, 0.527], [-0.171, 1.980, 0.720], [0.365, 1.933, 1.808], [0.378, 2.546, -0.388], [1.785, 2.921, -0.469], [2.079, 4.069, 0.494], [2.688, 1.714, -0.187], [2.478, 0.580, -1.197], [3.278, -0.628, -0.804], [4.644, -0.690, -1.048], [5.382, -1.791, -0.652], [4.761, -2.846, -0.005], [3.400, -2.794, 0.241], [2.663, -1.692, -0.156], [-1.402, -3.633, 2.674], [-1.195, -3.349, 0.915], [0.116, -2.931, 2.040], [-1.598, 0.863, 2.466], [-3.799, -0.180, 2.289], [-3.886, 1.469, 1.631], [-4.118, 1.827, -0.793], [-4.802, 0.912, -2.973], [-5.065, -1.524, -3.264], [-4.653, -3.037, -1.359], [-3.969, -2.120, 0.818], [-1.733, 1.314, -0.426], [-0.114, 2.436, -1.259], [1.950, 3.263, -1.498], [1.897, 3.740, 1.513], [3.116, 4.382, 0.398], [1.433, 4.916, 0.278], [3.730, 2.037, -0.209], [2.467, 1.350, 0.817], [2.776, 0.922, -2.193], [1.421, 0.310, -1.222], [5.132, 0.130, -1.557], [6.443, -1.827, -0.849], [5.337, -3.706, 0.304], [2.911, -3.619, 0.741], [1.599, -1.651, 0.025]],
  "mulliken_charge": [-0.708, -0.343, 0.356, -0.626, 0.065, -1.526, 0.496, -0.307, -0.645, -0.468, -0.757, -0.190, -0.209, 0.472, -0.665, -0.123, 0.036, -1.644, -0.710, -0.736, -0.062, -0.373, -0.594, -0.411, -0.606, -0.033, 0.281, 0.318, 0.281, 0.599, 0.517, 0.443, 0.456, 0.392, 0.395, 0.388, 0.443, 0.298, 0.278, 0.535, 0.308, 0.453, 0.406, 0.598, 0.249, 0.380, 0.346, 0.401, 0.372, 0.371, 0.386, 0.413],
  "e_tot_ev": -31323.4569,
  "relative_energy_kcal_mol": 14.40,
  "smiles": "COC(=O)[C@H](Cc1ccccc1)NC(=O)N[C@@H](C)CCc1ccccc1"
}

---

{
  "formula": "C21H26N2O5S",
  "method": "ωB97M-V with the def2-TZVPD basis set",
  "symbols": ["C", "N", "C", "O", "C", "O", "C", "O", "C", "N", "S", "O", "O", "C", "C", "C", "C", "C", "C", "C", "C", "C", "C", "C", "C", "C", "C", "C", "C", "H", "H", "H", "H", "H", "H", "H", "H", "H", "H", "H", "H", "H", "H", "H", "H", "H", "H", "H", "H", "H", "H", "H", "H", "H", "H"],
  "positions_angstrom": [[-3.661, -1.170, 1.087], [-2.724, -0.986, 0.003], [-2.724, 0.123, -0.754], [-1.886, 0.354, -1.613], [-3.887, 1.106, -0.555], [-3.437, 2.342, -1.086], [-3.121, 3.307, -0.209], [-3.626, 3.440, 0.869], [-1.970, 4.126, -0.776], [-0.854, 3.212, -0.977], [-0.332, 2.552, 0.490], [-0.076, 3.640, 1.383], [-1.239, 1.526, 0.944], [1.209, 1.796, 0.007], [1.193, 0.753, -0.928], [2.370, 0.156, -1.283], [3.596, 0.577, -0.720], [4.824, -0.025, -1.066], [5.995, 0.408, -0.510], [5.995, 1.460, 0.419], [4.823, 2.064, 0.778], [3.597, 1.641, 0.222], [2.368, 2.240, 0.571], [-1.557, -1.860, -0.064], [-0.682, -1.731, 1.184], [0.600, -2.535, 0.990], [0.271, -3.999, 0.708], [-0.636, -4.126, -0.513], [-1.921, -3.323, -0.316], [-3.487, -0.440, 1.883], [-3.533, -2.167, 1.498], [-4.686, -1.078, 0.729], [-4.762, 0.782, -1.126], [-4.141, 1.242, 0.498], [-1.656, 4.879, -0.052], [-2.235, 4.583, -1.731], [-1.132, 2.442, -1.582], [0.247, 0.445, -1.345], [2.382, -0.647, -2.005], [4.821, -0.834, -1.782], [6.931, -0.058, -0.781], [6.931, 1.788, 0.847], [4.813, 2.874, 1.493], [2.329, 3.049, 1.284], [-0.985, -1.504, -0.926], [-0.462, -0.676, 1.353], [-1.217, -2.112, 2.056], [1.167, -2.118, 0.154], [1.223, -2.459, 1.883], [1.192, -4.562, 0.543], [-0.231, -4.430, 1.577], [-0.111, -3.755, -1.395], [-0.881, -5.176, -0.686], [-2.554, -3.399, -1.202], [-2.471, -3.738, 0.531]],
  "mulliken_charge": [-1.265, 0.331, 0.746, -0.753, -0.862, -0.306, 0.771, -0.573, -0.773, -0.371, 1.324, -0.755, -0.543, 0.237, -0.167, -1.534, 1.083, -0.783, -0.537, -0.555, -0.736, 0.492, -0.524, -0.377, -0.509, -0.276, -0.851, -0.666, -0.763, 0.336, 0.448, 0.398, 0.271, 0.638, 0.405, 0.369, 0.377, 0.346, 0.364, 0.408, 0.393, 0.397, 0.438, 0.547, 0.277, 0.159, 0.421, 0.022, 0.379, 0.370, 0.358, 0.341, 0.390, 0.340, 0.305],
  "e_tot_ev": -46252.7543,
  "relative_energy_kcal_mol": 41.53,
  "smiles": "CN(C(=O)COC(=O)CNS(=O)(=O)c1ccc2ccccc2c1)C1CCCCC1"
}